87
Properties=species:S:1:pos:R:3:forces:R:3 method="wB97M-V/def2-TZVPD" e_homo_ev=-10.8 charge=0 homo_lumo_gap_ev=10.81 lumo_energy_ha=-0.001
O 8.963 9.579 14.841 0.12 0.19 -0.07
H 9.623 8.937 14.577 0.23 -0.37 0.08
H 8.132 9.097 14.810 -0.27 0.14 -0.11
O 5.323 12.340 8.033 0.46 1.43 -0.62
H 5.877 12.282 8.829 -0.37 -0.18 0.33
H 5.440 13.273 7.722 -0.17 -1.25 0.36
O 8.974 12.522 8.349 -1.26 1.74 0.44
H 8.963 11.666 8.763 0.00 -0.81 0.17
H 8.248 13.022 8.822 1.07 -0.83 -0.72
O 9.846 7.882 11.052 -0.41 -0.90 -0.12
H 10.009 6.920 11.212 -0.11 0.67 -0.59
H 10.198 8.282 11.855 0.23 0.14 0.17
O 14.094 7.840 7.576 -0.13 0.79 0.15
H 13.690 6.982 7.662 -0.19 -0.45 0.03
H 13.351 8.482 7.624 0.37 -0.25 0.00
O 10.883 11.962 10.612 1.55 1.55 0.22
H 11.486 12.743 10.358 -1.19 -1.08 0.23
H 10.889 11.464 9.797 -0.06 -0.68 -0.55
O 9.436 15.925 8.554 -0.63 -1.67 -1.04
H 9.216 16.440 9.315 -0.43 0.43 0.76
H 8.662 15.310 8.410 1.17 1.10 0.40
O 14.184 9.505 10.114 -0.32 -0.97 -0.68
H 13.286 9.730 9.718 1.09 -0.13 0.17
H 14.519 8.817 9.471 -0.48 0.88 0.66
O 11.831 14.021 8.959 0.70 -0.72 0.09
H 12.604 14.385 9.446 -0.59 0.16 -0.02
H 11.044 14.573 8.957 -0.08 0.61 -0.02
O 12.759 12.260 7.042 0.18 -0.40 1.95
H 12.344 12.937 7.637 0.16 -0.22 -0.59
H 12.609 12.467 6.146 -0.42 0.63 -1.45
O 9.993 4.980 11.326 -0.18 0.26 0.81
H 9.800 5.193 12.268 0.00 -0.33 -0.44
H 10.563 4.206 11.388 0.07 0.09 -0.15
O 13.992 7.440 12.307 0.16 0.30 0.19
H 14.626 7.489 13.048 -0.37 0.25 -0.73
H 14.091 8.235 11.731 0.14 -0.43 0.42
O 11.063 10.545 13.080 -1.08 -0.20 1.29
H 10.104 10.487 13.327 0.89 0.25 -0.08
H 11.081 11.085 12.294 0.10 0.48 -1.15
O 9.679 5.745 14.078 -0.53 -0.03 1.40
H 10.113 6.605 14.164 0.45 0.18 -0.38
H 9.360 5.576 14.996 0.24 -0.11 -1.15
O 12.291 9.952 8.331 -0.43 -0.04 -0.67
H 11.379 9.603 8.294 0.01 0.33 0.00
H 12.370 10.675 7.646 0.00 -0.19 0.67
O 5.653 10.606 13.539 0.84 -1.00 -0.21
H 5.063 11.264 13.853 -0.83 0.90 0.44
H 5.557 10.618 12.580 0.09 0.11 -0.35
O 15.717 11.768 10.389 -0.66 -0.38 0.54
H 15.212 10.938 10.208 -0.01 0.28 0.03
H 16.489 11.706 9.839 0.51 0.14 -0.41
O 11.393 7.954 13.395 -0.91 1.22 0.87
H 12.178 7.546 13.029 0.85 -0.04 -0.28
H 11.538 8.949 13.448 0.10 -1.38 -0.48
O 7.098 14.543 10.235 -2.08 0.89 0.61
H 7.721 14.107 10.815 0.31 -0.60 0.39
H 6.277 14.684 10.809 1.73 -0.35 -1.30
O 16.062 10.631 13.410 0.04 0.12 -1.00
H 16.154 10.363 12.475 0.02 -0.35 0.50
H 15.866 11.557 13.221 0.04 0.27 0.38
O 9.531 9.630 8.807 -1.83 -1.08 1.05
H 9.422 8.905 9.506 0.77 1.26 -0.99
H 8.579 9.736 8.473 1.25 -0.09 -0.26
O 12.759 14.306 13.436 0.37 -1.65 0.56
H 13.248 13.673 14.027 -0.59 -0.23 -0.94
H 13.054 15.105 13.824 0.13 1.83 0.32
O 6.111 11.164 10.504 2.05 2.18 1.23
H 6.537 10.328 10.354 -0.13 -1.21 -0.12
H 6.957 11.653 10.895 -2.10 -0.77 -0.76
O 8.392 12.301 11.376 1.56 1.25 1.26
H 8.630 12.720 12.271 -0.32 -0.90 -1.41
H 9.289 12.288 10.895 -1.00 -0.14 0.75
O 9.758 13.597 13.705 1.06 0.12 -0.16
H 10.681 13.884 13.448 -1.12 -0.45 0.54
H 9.853 13.101 14.537 0.05 0.27 -0.49
O 13.651 11.810 14.159 0.68 -0.18 0.38
H 14.285 11.064 14.287 -0.78 0.59 -0.28
H 12.766 11.458 14.024 -0.16 -0.45 -0.09
O 6.955 9.976 7.668 -0.59 0.60 0.81
H 6.623 10.901 7.468 0.18 -1.40 0.50
H 6.453 9.651 8.464 0.43 0.56 -1.29
O 6.771 8.508 10.278 2.18 0.50 -0.41
H 7.706 8.223 10.443 -0.81 0.34 -0.03
H 6.271 7.792 10.609 -1.11 -1.14 0.55
O 13.902 14.197 10.762 0.14 -0.05 -0.54
H 13.658 14.206 11.680 -0.60 0.39 0.98
H 14.364 13.356 10.712 0.58 -0.40 -0.58

***

82
Properties=species:S:1:pos:R:3:forces:R:3 method="wB97M-V/def2-TZVPD" e_homo_ev=-14.8 charge=+3 homo_lumo_gap_ev=5.35 lumo_energy_ha=-0.347
C -0.227 1.185 -2.934 0.95 1.35 -0.73
C -0.780 2.481 -2.656 1.24 0.53 -0.62
C -0.070 3.037 -1.534 1.02 0.28 -1.28
H -1.510 3.000 -3.265 -0.18 -0.01 0.36
C 0.942 2.103 -1.144 0.39 0.50 -1.41
C 0.845 0.959 -2.012 0.49 1.07 -0.57
H 1.570 0.146 -2.070 -0.54 0.01 0.33
H -0.470 0.576 -3.803 -0.22 -0.08 0.50
H -0.226 4.034 -1.137 -0.21 -0.19 0.08
H 1.735 2.278 -0.421 -0.44 -0.17 0.13
Ta -1.111 1.142 -0.862 -3.48 -4.65 2.40
C -6.583 4.114 0.690 -0.24 0.00 0.02
H -5.773 4.238 1.414 -0.11 -0.01 -0.11
H -6.748 5.060 0.158 0.04 -0.29 0.16
H -6.324 3.330 -0.032 -0.09 0.30 0.18
Si -3.442 2.468 -0.795 -1.63 1.49 -0.44
C -4.598 1.631 -2.020 0.60 -0.68 0.24
C -4.211 1.422 -3.353 -0.41 -0.25 -0.09
H -3.214 1.720 -3.693 -0.41 -0.09 0.00
C -5.096 0.819 -4.252 0.09 0.12 0.03
H -4.773 0.637 -5.279 -0.17 0.08 0.26
C -6.382 0.454 -3.840 0.29 0.16 0.38
H -7.077 -0.001 -4.546 0.20 0.15 0.21
C -6.762 0.654 -2.505 0.09 0.02 -0.06
H -7.761 0.369 -2.172 0.28 0.05 -0.11
C -5.864 1.205 -1.586 0.04 -0.16 -0.23
H -6.138 1.303 -0.531 -0.01 -0.06 -0.46
C -3.487 4.285 -1.280 0.49 0.08 0.26
C -4.241 4.798 -2.353 0.41 -0.03 -0.10
H -5.025 4.191 -2.813 0.36 0.16 0.06
C -3.968 6.078 -2.854 -0.04 -0.01 0.20
H -4.530 6.452 -3.713 0.14 -0.11 0.30
C -2.972 6.872 -2.275 -0.02 -0.43 0.11
H -2.720 7.845 -2.700 -0.14 -0.30 0.17
C -2.300 6.404 -1.138 -0.06 0.09 0.16
H -1.545 7.024 -0.653 -0.27 -0.06 -0.11
C -2.588 5.140 -0.617 0.09 0.21 -0.62
H -2.094 4.796 0.297 0.01 0.14 -0.23
H -4.032 2.368 0.576 0.51 -0.39 0.06
H -7.504 3.824 1.220 0.36 0.13 -0.21
F 3.781 0.335 3.394 -0.80 -1.26 -0.34
C 3.082 -0.694 2.798 0.20 1.50 0.27
C 1.837 -0.413 2.292 0.29 -0.33 -0.04
C 1.193 -1.375 1.467 0.53 -0.21 0.05
C 0.040 -1.077 0.708 -0.02 0.35 -1.03
O -0.401 0.194 0.698 -0.32 -0.49 0.50
C -0.516 -2.051 -0.158 0.10 0.79 0.54
C 0.104 -3.283 -0.249 1.28 -0.30 0.45
N 1.321 -3.517 0.318 -1.69 1.41 0.36
C 2.023 -4.724 0.082 0.61 -1.34 -0.21
C 1.861 -5.407 -1.232 0.28 -0.23 -0.13
C 3.184 -4.766 -0.886 -0.04 0.09 -0.12
C 1.871 -2.594 1.206 0.01 0.05 -0.22
C 3.115 -2.868 1.781 0.24 0.41 0.54
C 3.754 -1.931 2.619 -0.36 -0.86 -0.40
N 4.981 -2.247 3.185 -0.73 0.16 -0.57
C 5.946 -2.966 2.378 0.04 -0.07 -0.35
C 6.539 -4.124 3.157 -0.50 -0.05 -0.39
N 7.018 -3.591 4.459 1.09 -0.18 0.21
C 6.077 -2.777 5.272 -0.72 0.15 0.08
C 5.517 -1.664 4.399 -0.06 0.35 0.01
C -1.732 -1.820 -1.027 -1.41 -1.93 -0.31
O -2.474 -2.735 -1.325 1.52 1.83 0.44
O -1.918 -0.546 -1.443 0.71 0.79 0.56
H 1.360 0.553 2.456 0.31 -0.22 0.03
H -0.316 -4.095 -0.836 0.01 0.23 0.04
H 2.158 -5.352 0.964 -0.40 0.20 -0.15
H 1.829 -6.492 -1.188 -0.19 0.23 -0.22
H 1.255 -4.924 -2.003 0.28 -0.31 0.24
H 3.472 -3.853 -1.418 -0.13 -0.39 0.24
H 3.992 -5.446 -0.602 -0.21 0.39 -0.21
H 3.581 -3.833 1.588 -0.20 0.41 0.16
H 6.747 -2.278 2.046 -0.14 -0.16 0.13
H 5.458 -3.344 1.472 0.37 0.10 0.26
H 5.810 -4.906 3.375 -0.04 0.09 -0.06
H 7.387 -4.556 2.622 -0.04 -0.01 0.21
H 7.343 -4.378 5.030 0.32 0.22 -0.04
H 7.807 -2.979 4.235 0.34 -0.25 0.28
H 6.627 -2.380 6.128 -0.01 -0.07 -0.09
H 5.299 -3.453 5.627 -0.06 0.09 -0.01
H 6.314 -0.946 4.147 -0.17 -0.01 0.18
H 4.730 -1.139 4.948 0.28 -0.08 -0.09

***

14
Properties=species:S:1:pos:R:3:forces:R:3 method="wB97M-V/def2-TZVPD" e_homo_ev=-2.7 charge=-1 homo_lumo_gap_ev=6.29 lumo_energy_ha=0.133
O 1.861 -1.076 -0.054 -0.41 -2.32 -3.86
C 1.642 0.197 -0.089 -2.78 4.96 5.17
N 2.170 1.171 -0.631 1.04 1.94 -2.47
C 0.209 0.573 0.590 0.79 -1.03 -0.50
N -0.624 -0.629 0.759 0.83 2.32 0.30
C -2.103 -0.397 0.015 0.24 -0.83 1.03
O -2.301 0.834 -0.281 0.16 0.21 -0.76
H 2.570 1.058 -1.558 1.32 -0.41 0.50
H 1.099 -0.794 -0.802 0.59 -3.97 0.65
H -0.137 1.171 -0.250 -0.74 0.49 0.77
H 0.348 1.147 1.513 0.13 0.27 -0.22
H 0.108 -1.320 0.741 -1.12 -1.40 -0.23
H -2.779 -0.752 0.831 0.15 -0.40 -0.16
H -2.065 -1.182 -0.784 -0.19 0.16 -0.25

***

14
Properties=species:S:1:pos:R:3:forces:R:3 method="wB97M-V/def2-TZVPD" e_homo_ev=-8.8 charge=0 homo_lumo_gap_ev=9.39 lumo_energy_ha=0.023
C 2.334 -0.729 0.153 -0.26 -5.34 -3.44
C -0.284 0.130 -0.009 2.35 -1.64 0.68
C -2.506 -0.803 0.133 -1.31 -1.46 -0.68
H 2.439 -0.110 0.981 0.17 1.04 1.00
H 2.708 -0.484 -0.896 -0.23 0.49 1.92
H 2.708 -1.833 0.328 0.25 2.25 0.08
H -1.883 1.161 -0.530 -0.50 -2.53 1.46
H -2.079 -1.867 0.293 -0.41 1.59 0.13
H 0.662 2.934 -0.321 1.30 0.23 -0.13
N -1.647 0.182 -0.097 2.83 4.48 -1.81
N 0.583 1.059 0.154 -0.57 0.85 -1.23
O -3.674 -0.536 0.030 -0.97 -0.95 0.38
O 0.016 2.307 -0.050 -2.44 0.24 0.72
S 0.622 -1.411 -0.170 -0.22 0.76 0.92

***

16
Properties=species:S:1:pos:R:3:forces:R:3 method="wB97M-V/def2-TZVPD" e_homo_ev=-9.2 charge=0 homo_lumo_gap_ev=9.96 lumo_energy_ha=0.029
C -0.316 -0.057 2.302 -0.96 1.82 0.54
C 0.114 0.673 -2.095 0.21 -0.64 -0.61
C -0.709 0.689 1.030 2.61 -0.37 -2.20
O 2.034 0.722 -0.196 2.22 0.93 0.60
P 0.701 -2.021 -0.357 0.70 0.67 -0.43
P 0.692 0.227 -0.425 -2.15 0.71 1.48
H 0.066 -1.014 2.081 0.07 -1.36 0.19
H 0.451 0.482 2.959 -1.16 -0.52 -1.16
H -1.319 -0.027 2.771 0.84 -0.84 0.79
H 0.705 -0.095 -2.682 -0.98 0.94 0.18
H -0.966 0.482 -2.131 0.22 -0.10 -0.44
H 0.342 1.686 -2.517 -0.06 -0.83 0.94
H -0.807 1.722 1.349 0.27 0.47 -0.89
H -1.602 0.404 0.471 -0.31 -0.40 0.72
H 1.176 -2.053 -1.724 0.00 0.00 0.65
H -0.560 -1.819 -0.838 -1.51 -0.49 -0.35

***

79
Properties=species:S:1:pos:R:3:forces:R:3 method="wB97M-V/def2-TZVPD" e_homo_ev=-8.6 charge=0 homo_lumo_gap_ev=8.50 lumo_energy_ha=-0.005
C -2.694 0.995 5.096 -0.28 -0.22 -0.29
C -3.680 0.417 4.085 0.72 -0.56 0.35
O -3.347 0.832 2.774 -0.13 0.15 -0.06
C -4.311 1.653 2.158 0.35 0.24 -0.26
C -3.605 2.709 1.285 -0.36 -0.82 -0.39
Si -3.767 2.408 -0.567 0.01 0.81 -0.32
O -2.337 1.893 -1.302 -0.53 -0.61 0.95
Si -1.678 0.505 -0.634 0.02 -0.05 -0.32
P 0.256 1.143 0.358 1.27 0.36 0.03
O 0.056 2.733 0.803 -0.26 -0.52 -0.31
Br 0.258 0.019 2.310 -0.39 0.12 -0.10
H -2.325 1.938 4.720 0.10 0.35 0.10
H -1.857 0.319 5.218 0.33 -0.02 -0.03
H -3.157 1.110 6.063 -0.13 0.15 0.35
H -3.574 -0.663 4.112 -0.18 -0.35 -0.08
H -4.709 0.624 4.353 -0.29 0.33 -0.13
H -4.903 2.182 2.894 -0.20 0.02 0.39
H -4.986 1.041 1.564 -0.26 -0.16 -0.09
H -4.082 3.659 1.481 0.00 0.47 -0.04
H -2.577 2.769 1.625 0.25 0.14 0.08
H -4.112 3.696 -1.211 0.16 -0.01 -0.05
H -4.902 1.507 -0.860 0.17 -0.23 0.07
H -2.596 -0.201 0.275 -0.23 0.17 0.08
H -1.241 -0.464 -1.657 0.04 0.14 -0.10
H -0.729 3.099 0.377 -0.13 0.14 0.13
C 3.079 3.422 -1.839 -0.17 0.09 -0.05
C 1.851 2.806 -2.329 0.89 0.44 0.35
N 0.914 2.282 -2.713 -0.92 -0.42 -0.33
H 3.041 4.499 -1.998 -0.01 0.01 0.02
H 3.192 3.221 -0.776 0.00 -0.03 0.02
H 3.931 3.008 -2.371 -0.04 0.01 0.10
C -0.518 -4.167 -1.300 -0.18 0.16 0.26
C -1.920 -3.897 -0.984 1.00 -0.17 -0.21
N -3.014 -3.687 -0.738 -0.91 0.23 0.23
H -0.293 -3.825 -2.304 0.05 -0.01 -0.05
H 0.124 -3.642 -0.593 0.00 0.01 -0.01
H -0.324 -5.232 -1.239 0.04 -0.04 -0.08
C 1.254 -4.872 -5.501 -0.11 -0.08 -0.08
C 0.832 -5.602 -4.310 0.30 0.41 -0.82
N 0.502 -6.196 -3.394 -0.22 -0.49 0.64
H 2.207 -5.265 -5.846 0.03 0.01 0.00
H 0.514 -4.991 -6.290 -0.01 -0.06 0.02
H 1.370 -3.820 -5.264 0.05 0.04 0.07
C -0.214 -2.970 4.053 -0.05 -0.17 0.13
C -0.311 -3.797 5.255 0.18 0.47 -0.95
N -0.385 -4.429 6.201 -0.02 -0.58 0.74
H 0.665 -3.253 3.479 0.02 0.02 -0.01
H -1.102 -3.106 3.438 -0.01 0.02 -0.03
H -0.135 -1.924 4.336 0.00 0.03 0.01
C 6.631 2.619 -4.760 -0.03 -0.04 0.11
C 6.241 2.201 -3.416 0.34 0.27 -0.98
N 5.937 1.876 -2.365 -0.17 -0.31 0.81
H 6.715 1.748 -5.406 0.00 -0.01 -0.02
H 5.881 3.294 -5.167 0.00 0.01 -0.02
H 7.590 3.131 -4.721 0.01 0.01 -0.01
C -4.362 4.473 -4.131 -0.09 0.05 -0.02
C -5.724 4.937 -3.881 0.97 -0.34 -0.17
N -6.787 5.298 -3.684 -0.90 0.31 0.17
H -4.065 4.730 -5.146 0.00 -0.01 -0.02
H -3.678 4.945 -3.429 0.03 -0.01 0.01
H -4.310 3.394 -4.005 0.03 -0.02 0.00
C 2.882 -0.512 -2.078 0.00 -0.09 0.01
C 2.594 -1.712 -2.858 0.18 0.79 0.48
N 2.372 -2.644 -3.478 -0.17 -0.61 -0.39
H 3.161 0.300 -2.745 -0.02 -0.01 -0.05
H 2.004 -0.210 -1.507 0.00 0.00 -0.05
H 3.703 -0.712 -1.392 -0.04 -0.04 -0.01
C 7.710 -0.550 -1.031 -0.03 -0.10 0.05
C 6.445 -1.180 -0.665 0.91 0.46 -0.26
N 5.458 -1.672 -0.378 -0.76 -0.44 0.27
H 8.533 -1.232 -0.824 0.01 -0.02 0.01
H 7.703 -0.305 -2.090 -0.01 0.02 0.01
H 7.844 0.362 -0.455 -0.01 0.03 -0.02
C -2.190 -2.531 7.818 -0.22 0.25 0.06
C -3.184 -1.478 8.018 1.16 -1.25 -0.16
N -3.957 -0.663 8.179 -1.12 1.21 0.18
H -1.396 -2.433 8.555 0.04 -0.03 -0.01
H -2.658 -3.506 7.925 0.05 -0.03 -0.04
H -1.762 -2.452 6.823 -0.05 0.00 0.10